Here is a structure of composition C24H34BN14O3STi from OMol25. Energies are from wB97M-V/def2-TZVPD.

The geometry in XYZ format:
```
78
Properties=species:S:1:pos:R:3:mulliken_charge:R:1
Ti -0.7492 0.4680 0.7198 -0.4233
S -0.4903 1.8934 4.0781 -0.5577
O 1.1264 1.2492 0.1398 0.1214
O -2.1006 0.1337 -0.5729 1.0507
O 3.3009 0.8897 -0.1972 -1.0511
N 0.4800 4.2193 3.2642 -0.5832
N 0.8853 -0.3067 2.1891 0.1846
N 0.4090 2.5468 -4.9621 -0.7066
N -0.7635 3.2504 1.6701 -1.1140
N -1.9566 -0.8408 2.0939 1.0567
N 3.2810 -3.4853 -0.3394 -0.2427
N -0.6651 2.1515 -2.4249 0.0776
N 4.5528 -1.5871 0.1472 -0.1286
N -0.6955 -2.6806 -0.1178 -0.1790
N 2.4478 3.1250 -4.0114 -0.5276
N -2.0011 -2.1959 2.0409 -0.4920
N -1.5474 2.2370 1.0885 1.2895
N 3.1344 -1.5824 -1.6497 -0.3732
N 0.0389 -1.5917 -0.4083 1.0961
C -4.6446 2.7128 -0.8754 -0.8970
C -0.6763 -2.5286 -2.3258 -1.3547
C -3.2156 0.7616 -0.8853 -0.1247
C 2.1678 -0.3813 1.5204 0.7005
C 0.5829 2.5296 -2.5851 -0.4960
C -1.1328 -3.2629 -1.2390 -0.4394
C -5.2698 0.7985 -2.1837 -0.5585
C -0.8689 2.1939 -4.7755 -0.4687
C 3.4012 -0.3816 2.4421 -1.3386
C 2.2081 0.6800 0.4068 -0.5227
C -4.1337 0.1438 -1.7544 -0.8423
C -5.5215 2.1077 -1.7459 -0.6672
C 3.6691 -2.2256 -0.6104 0.3087
C -2.6108 2.7618 0.4930 -1.6855
C -3.4817 2.0677 -0.3978 1.5906
C 4.0039 -1.7833 2.5793 -0.4491
C -3.7115 -1.5496 3.2936 -1.2980
C -0.2860 3.1164 2.8636 0.5642
C 1.1312 2.7207 -3.8669 0.2792
C 5.0002 -2.0651 1.4542 -1.2263
C -2.9761 -0.4463 2.8446 -0.2657
C -3.0492 -2.6355 2.7571 -0.1986
C 0.0322 -1.4785 -1.7391 -1.1690
C -1.4122 1.9916 -3.5245 -0.0489
B -0.9394 -3.1015 1.3643 -0.1092
H 0.8157 0.4429 2.8958 0.0160
H 3.8970 -4.1113 0.1459 0.1934
H -3.8967 -0.8617 -2.0845 0.3234
H 5.9331 -1.5386 1.6587 0.4102
H 5.2564 -3.1235 1.3823 0.3824
H 1.1794 2.6580 -1.6887 0.6270
H -2.7876 3.8162 0.6773 0.2224
H 2.1364 -1.3210 0.9641 0.2835
H 0.6186 -1.1779 2.6337 0.3438
H -1.3821 -4.2287 1.3557 -0.2131
H 2.5909 -3.9036 -0.9407 0.2252
H 0.4566 -0.5982 -2.2031 0.9384
H -4.8414 3.7234 -0.5311 0.3903
H -5.9646 0.3046 -2.8534 0.3852
H 0.1347 -3.0456 1.9398 -0.1960
H 2.8356 2.9518 -4.9244 0.2656
H -1.4697 2.0620 -5.6686 0.3865
H 3.1614 -0.5610 -1.5633 0.3458
H -3.1079 0.6091 3.0214 0.4322
H 4.5362 -1.9056 3.5255 0.4838
H -3.2385 -3.6932 2.8370 0.4216
H -0.8873 -2.6932 -3.3687 0.4584
H 1.1247 3.9974 4.0038 0.2342
H 3.1153 0.0347 3.4076 0.4806
H -2.4417 1.6851 -3.3802 0.2198
H 0.8610 4.7378 2.4864 0.2333
H 3.2040 -2.5292 2.5636 0.2337
H 4.1618 0.2929 2.0350 0.4246
H -6.4034 2.6387 -2.0839 0.3668
H 3.0588 2.9107 -3.2403 0.2449
H -1.7481 -4.1457 -1.1839 0.4960
H -4.5879 -1.5494 3.9180 0.3946
H 4.4530 -0.5630 0.0317 0.4410
H 2.2725 -1.9544 -2.0267 0.3239
```

Summary:
* highest occupied orbital energy (spin up / spin down): -1.673 / -1.641 eV
* net charge: -1
* total energy: -87076.835 eV
* ΔE to the lowest compared entry with this formula, charge and spin: 0.00 kJ/mol
* HOMO-LUMO gap (spin up / spin down): 3.33 / 3.30 eV

=====

Here is the ion C5H8NO3S with charge -1 in a non-equilibrium geometry from OMol25. Energies are from wB97M-V/def2-TZVPD.

The geometry in XYZ format:
```
18
Properties=species:S:1:pos:R:3:nbo_charge:R:1
S 1.4760 -1.7734 -0.4050 1.2473
O 2.9488 0.4878 1.1571 -0.8174
O 2.9322 1.8957 -0.5780 -0.7694
O 0.3358 -2.0350 -1.3638 -1.0608
N -0.8419 0.7230 -1.2825 -0.8373
C -0.2315 -0.0889 1.0820 -0.5004
C 2.1080 -0.2164 -0.8719 -0.6058
C 0.0155 0.8330 -0.1135 0.1395
C 0.7004 -1.2604 1.1185 -0.6455
C 2.7587 0.7965 -0.0459 0.7014
H -0.5213 1.4236 -1.8660 0.3670
H 1.6419 -0.9646 1.5528 0.2908
H -0.1090 0.3976 2.0997 0.2382
H 2.2892 -0.1985 -1.8800 0.2069
H 0.2274 -2.1453 1.7281 0.2113
H 0.4156 1.7873 0.1374 0.2088
H -1.3281 -0.4655 1.0645 0.2072
H -0.7521 -0.2365 -1.5710 0.4183
```

Summary:
* highest occupied orbital energy (spin up / spin down): -3.663 / -3.546 eV
* net charge: -1
* total energy: -23780.730 eV
* ΔE to the lowest compared entry with this formula, charge and spin: 213.97 kJ/mol
* HOMO-LUMO gap (spin up / spin down): 7.12 / 7.01 eV

=====

Here is a cluster of 9 separate species, C4H29N2O9 in total in a non-equilibrium geometry from OMol25. Energies are from wB97M-V/def2-TZVPD.

The geometry in XYZ format:
```
44
Properties=species:S:1:pos:R:3:nbo_charge:R:1
O 1.8446 -0.7207 -3.7595 -0.9862
O 0.1634 3.2422 -2.6694 -0.9944
O 2.3262 1.5210 -2.2978 -1.0100
O 3.3400 0.7893 0.2133 -0.9541
O -0.3312 0.2421 4.1733 -0.9896
O -3.5558 -0.5741 0.3173 -0.7454
O 0.1643 -3.1586 0.4329 -0.9663
O -2.4680 -3.0551 0.1262 -0.9925
O 0.6763 -1.7914 2.7728 -0.9663
N 0.6662 -0.7997 -0.5346 -0.7362
N 0.8043 1.5001 1.6262 -0.3260
C -1.6071 0.1164 -0.9414 -0.4717
C 0.0138 1.4795 0.4130 -0.3367
C -0.4298 0.0430 0.0354 -0.0609
C -2.8991 0.5593 -0.2609 -0.0645
H -3.5363 1.1175 -0.9495 0.2288
H -0.7852 -3.3869 0.3221 0.5284
H -2.8052 -2.1486 0.2583 0.4979
H -0.7796 -0.4495 0.9552 0.2323
H 0.9837 2.7102 -2.5334 0.4919
H 0.4711 -1.8675 -0.2985 0.4841
H -3.0167 -3.6791 0.6131 0.5019
H 4.2652 0.8263 0.5256 0.5271
H -1.3100 0.3108 4.1666 0.5149
H 0.1686 -1.1973 3.3521 0.5017
H 1.1002 2.4397 1.9252 0.4331
H -1.3646 0.8242 -1.7475 0.2569
H 0.3278 -2.8987 1.3691 0.5142
H 0.7946 -0.6462 -1.5452 0.4680
H -0.0517 0.2466 5.0851 0.5270
H 1.5624 -0.5682 -0.1078 0.4267
H 0.3027 1.0470 2.4159 0.4465
H -0.8663 2.1463 0.5067 0.3487
H 2.8907 1.4150 -1.5062 0.4966
H 0.6219 1.9067 -0.4085 0.3077
H 2.7178 0.9676 -2.9999 0.5208
H -1.7674 -0.8463 -1.4252 0.2620
H 0.4561 4.0551 -3.1101 0.4908
H 1.4397 -0.4469 -4.5920 0.5017
H -2.7244 1.1932 0.6262 0.1619
H 1.5087 -1.3199 2.5980 0.4650
H -4.3989 -0.7326 -0.1097 0.5106
H 2.7699 1.1260 0.9075 0.4566
H 2.3173 -1.5377 -3.9401 0.4976
```

Summary:
* highest occupied orbital energy (spin up / spin down): -16.349 / -16.324 eV
* net charge: +2
* total energy: -26009.708 eV
* ΔE to the lowest compared entry with this formula, charge and spin: 32.84 kJ/mol
* HOMO-LUMO gap (spin up / spin down): 10.00 / 3.92 eV
* <S²>: 0.754
* spin multiplicity: 2

=====

- Which value of net charge does entry 3 give?
  +2

=====

- What is the net charge in the second record?
  -1